A molecular structure, C71H130As4F24N9O6 at a distorted geometry, computed with ωB97M-V with the def2-TZVPD basis set.

Calculated values
Kohn-Sham gap = 2.69 eV
Maximum force = 6.3 eV/Å
E_HOMO = -8.7 eV
Total charge = +2
Lowest unoccupied orbital energy = -5.98 eV
Spin multiplicity = 2

Each line ends with the Mulliken spin population.
CARTESIAN COORDINATES (ANGSTROEM)
C 19.021 -4.527 10.002  0.0001
N 19.005 -3.073 10.305  -0.0010
C 17.831 -2.483 10.595  0.0007
C 17.812 -1.105 10.863  -0.0022
C 19.051 -0.405 10.820  0.0000
C 20.254 -1.050 10.431  0.0000
C 20.144 -2.426 10.144  0.0001
C 19.093 1.100 11.096  0.0000
C 20.172 1.664 11.757  0.0000
C 20.197 2.987 12.213  0.0000
N 19.192 3.800 11.977  0.0000
C 18.047 3.293 11.346  0.0000
C 18.020 1.961 10.892  -0.0001
C 19.033 5.095 12.592  0.0000
H 19.565 -4.692 9.072  0.0000
H 17.993 -4.840 9.820  0.0004
H 19.419 -5.070 10.860  0.0000
H 16.962 -3.116 10.695  0.0033
H 16.860 -0.620 11.018  0.0000
H 21.148 -0.468 10.267  0.0000
H 21.026 -3.014 9.938  0.0000
H 20.930 0.981 12.111  0.0000
H 21.036 3.393 12.759  0.0000
H 17.322 4.027 11.028  0.0000
H 17.170 1.466 10.446  0.0002
H 18.631 5.764 11.831  0.0000
H 20.031 5.453 12.846  0.0000
H 18.336 4.965 13.420  0.0000
C 13.158 -4.948 11.763  0.0007
N 13.636 -6.183 12.242  0.1321
C 13.787 -7.274 11.449  0.0141
C 14.439 -8.454 11.840  0.0751
C 14.831 -8.509 13.238  0.0377
C 14.550 -7.419 14.030  0.0710
C 13.892 -6.257 13.573  0.0461
C 15.561 -9.638 13.799  0.0889
C 16.360 -9.528 14.914  0.0743
C 16.829 -10.671 15.654  0.0517
N 16.557 -11.901 15.140  0.1699
C 16.065 -12.030 13.865  0.0654
C 15.438 -10.935 13.248  0.0488
C 16.721 -13.168 16.023  -0.0067
H 12.541 -4.381 12.460  0.0023
H 12.575 -5.275 10.902  0.0020
H 13.974 -4.317 11.411  0.0036
H 13.575 -7.163 10.396  0.0123
H 14.632 -9.215 11.098  0.0125
H 14.844 -7.338 15.066  0.0201
H 13.742 -5.370 14.170  0.0154
H 16.620 -8.600 15.401  0.0219
H 17.332 -10.614 16.608  0.0090
H 16.156 -12.938 13.289  0.0089
H 14.847 -11.074 12.355  0.0156
H 17.653 -13.680 15.783  0.0049
H 15.858 -13.823 15.909  -0.0019
H 16.753 -12.899 17.079  0.0028
C 7.536 -0.181 3.883  0.0000
C 6.380 0.456 3.069  0.0000
C 6.404 2.049 3.181  0.0000
C 6.430 2.535 4.653  0.0000
N 6.273 4.093 4.752  0.0000
C 4.832 4.467 4.379  0.0000
C 4.579 5.707 5.168  0.0000
C 5.459 5.626 6.505  0.0000
C 6.372 4.446 6.255  0.0000
C 7.297 4.902 3.913  0.0001
H 8.503 0.276 3.676  0.0000
H 7.551 -1.220 3.553  0.0000
H 7.397 -0.241 4.962  0.0000
H 5.469 0.066 3.524  0.0000
H 6.305 -0.004 2.083  0.0000
H 5.578 2.470 2.609  0.0000
H 7.269 2.439 2.645  0.0000
H 7.378 2.228 5.094  0.0001
H 5.593 2.154 5.238  -0.0001
H 4.847 4.456 3.289  0.0000
H 4.108 3.722 4.709  0.0000
H 4.926 6.602 4.652  0.0000
H 3.515 5.784 5.391  0.0000
H 5.941 6.603 6.498  0.0000
H 4.868 5.468 7.408  0.0000
H 7.445 4.526 6.431  0.0000
H 6.018 3.568 6.794  0.0000
H 7.277 5.883 4.387  0.0000
H 6.941 4.900 2.882  0.0000
H 8.311 4.535 4.066  -0.0001
C 16.022 0.509 7.541  0.0000
C 14.958 -0.093 6.640  0.0002
C 13.801 -0.868 7.279  -0.0001
C 12.790 -0.028 8.075  -0.0004
N 11.730 -0.868 8.827  0.0006
C 10.692 -1.630 8.024  0.0001
C 9.614 -0.612 7.661  -0.0002
C 9.650 0.491 8.677  0.0001
C 10.803 0.060 9.658  -0.0001
C 12.411 -1.887 9.784  0.0007
H 15.640 1.411 8.020  0.0000
H 16.865 0.830 6.929  0.0000
H 16.442 -0.162 8.291  0.0000
H 15.442 -0.866 6.044  0.0000
H 14.532 0.691 6.013  -0.0001
H 14.322 -1.655 7.825  0.0002
H 13.217 -1.333 6.484  -0.0001
H 12.192 0.592 7.408  0.0001
H 13.424 0.614 8.687  -0.0001
H 10.207 -2.386 8.642  0.0002
H 11.094 -2.090 7.121  -0.0001
H 8.626 -1.010 7.429  0.0000
H 9.838 -0.223 6.667  0.0000
H 8.719 0.811 9.145  0.0000
H 9.951 1.358 8.089  0.0000
H 10.429 -0.373 10.586  0.0000
H 11.397 0.926 9.948  0.0000
H 13.365 -1.485 10.126  -0.0004
H 12.697 -2.760 9.197  -0.0002
H 11.835 -2.241 10.639  -0.0006
C 3.922 -3.326 2.555  0.0000
C 3.588 -2.423 3.789  0.0000
C 4.318 -2.769 5.056  0.0000
C 3.724 -2.015 6.273  0.0000
N 4.389 -2.354 7.640  0.0000
C 3.876 -1.384 8.759  0.0000
C 5.000 -1.401 9.800  0.0000
C 6.278 -1.837 9.019  0.0000
C 5.963 -2.264 7.617  0.0000
C 3.996 -3.864 7.966  0.0000
H 3.500 -2.912 1.639  0.0000
H 3.574 -4.358 2.612  0.0000
H 5.003 -3.382 2.429  0.0000
H 2.507 -2.429 3.924  0.0000
H 3.870 -1.403 3.529  0.0000
H 5.403 -2.878 5.047  0.0000
H 3.997 -3.807 5.141  0.0000
H 2.664 -2.194 6.451  0.0000
H 3.851 -0.950 6.079  0.0000
H 2.878 -1.768 8.969  0.0000
H 3.836 -0.404 8.284  0.0000
H 4.827 -2.257 10.452  0.0000
H 5.106 -0.480 10.374  0.0000
H 6.673 -2.606 9.683  0.0000
H 7.031 -1.056 8.916  0.0000
H 6.431 -3.175 7.243  0.0000
H 6.176 -1.433 6.944  0.0000
H 4.393 -4.576 7.242  0.0000
H 2.920 -3.981 8.092  0.0000
H 4.364 -4.217 8.930  0.0000
C 17.172 8.086 0.993  0.0000
C 16.046 7.508 1.774  0.0000
C 15.889 5.922 1.921  0.0000
C 16.730 5.235 3.066  0.0000
N 16.390 3.790 3.326  0.0000
C 17.465 3.011 4.260  0.0000
C 17.688 1.655 3.597  0.0000
C 16.545 1.477 2.536  0.0000
C 16.348 2.915 2.033  0.0000
C 14.951 3.752 4.032  -0.0001
H 18.066 7.504 1.215  0.0000
H 17.465 9.115 1.202  0.0000
H 17.013 7.976 -0.080  0.0000
H 15.118 7.831 1.301  0.0000
H 15.959 8.029 2.728  0.0000
H 16.174 5.442 0.984  0.0000
H 14.878 5.530 2.038  0.0000
H 16.584 5.631 4.071  0.0000
H 17.798 5.291 2.857  0.0000
H 16.997 2.988 5.244  0.0000
H 18.368 3.622 4.269  0.0000
H 17.605 0.784 4.248  0.0000
H 18.665 1.747 3.123  0.0000
H 15.772 0.855 2.988  0.0000
H 16.810 0.875 1.666  0.0000
H 15.337 3.089 1.665  0.0000
H 17.060 3.267 1.286  0.0000
H 14.165 4.014 3.324  0.0000
H 14.926 4.444 4.874  0.0000
H 14.788 2.721 4.343  0.0000
C 13.891 9.772 6.289  0.0000
C 13.488 8.676 5.389  0.0000
C 13.287 7.304 6.115  0.0000
C 12.404 7.460 7.330  0.0000
N 12.519 6.353 8.423  0.0000
C 12.252 4.929 7.828  0.0000
C 13.054 3.998 8.710  0.0000
C 14.294 4.828 9.054  0.0000
C 13.926 6.273 9.040  0.0000
C 11.541 6.714 9.579  0.0000
H 14.662 9.529 7.020  0.0000
H 13.045 10.291 6.738  0.0000
H 14.318 10.537 5.640  0.0000
H 14.283 8.384 4.703  0.0000
H 12.539 8.870 4.888  0.0000
H 14.138 6.677 6.382  0.0000
H 12.712 6.664 5.446  0.0000
H 11.351 7.545 7.060  0.0000
H 12.752 8.295 7.938  0.0000
H 11.205 4.678 7.999  0.0000
H 12.589 4.825 6.796  0.0000
H 12.502 3.645 9.581  0.0000
H 13.382 3.146 8.115  0.0000
H 14.792 4.593 9.994  0.0000
H 15.059 4.667 8.295  0.0000
H 13.943 6.759 10.015  0.0000
H 14.626 6.760 8.361  0.0000
H 11.864 7.594 10.135  0.0000
H 11.609 5.873 10.268  0.0000
H 10.528 6.799 9.184  0.0000
As 8.024 4.401 10.243  0.0000
F 9.546 3.465 10.285  0.0000
F 7.323 3.469 11.574  0.0000
F 6.542 5.387 10.235  0.0000
F 8.602 5.399 8.802  0.0000
F 7.264 3.371 9.048  0.0000
F 8.696 5.565 11.345  0.0000
As 8.747 -2.953 12.377  0.0003
F 8.185 -2.085 13.843  0.0000
F 9.239 -4.318 13.352  0.0003
F 9.370 -3.692 10.866  0.0001
F 8.263 -1.500 11.362  0.0000
F 10.386 -2.327 12.547  0.0000
F 7.106 -3.750 12.265  0.0000
As 11.019 2.606 4.372  0.0000
F 10.905 0.820 4.166  0.0000
F 9.797 2.813 3.062  0.0000
F 11.141 4.399 4.644  0.0000
F 12.369 2.380 5.651  0.0000
F 12.294 2.596 3.120  0.0000
F 9.715 2.368 5.576  0.0000
As 19.687 -1.422 6.498  0.0000
F 19.937 -2.962 5.573  0.0000
F 18.573 -2.223 7.715  -0.0001
F 19.778 0.023 7.619  0.0000
F 20.783 -0.574 5.428  0.0000
F 18.205 -0.960 5.495  0.0000
F 21.072 -1.979 7.553  0.0000
O 8.808 -3.060 5.643  0.0000
C 9.045 -4.122 4.891  0.0000
O 8.032 -4.876 4.804  0.0000
O 10.207 -4.427 4.488  0.0000
H 8.039 -3.502 6.008  0.0000
O 14.263 1.144 13.246  0.0000
C 14.141 0.365 12.200  -0.0001
O 14.647 0.791 11.132  0.0000
O 13.766 -0.809 12.309  0.0000
H 14.634 1.934 12.844  0.0000

2 unconnected molecules or ions with the total composition C9H14 at a distorted geometry, computed with ωB97M-V with the def2-TZVPD basis set.

Calculated values
Kohn-Sham gap = 10.02 eV
Maximum force = 1.9 eV/Å
E_HOMO = -9.0 eV
Total charge = 0
Lowest unoccupied orbital energy = 1.02 eV
Energy above the lowest of the compared OMol25 structures with the same formula, charge and spin = 17.47 kcal per mole
Structure (SMILES) = Cc1ccccc1.CC

Each line ends with the natural charge from an NBO analysis.
CARTESIAN COORDINATES (ANGSTROEM)
C -0.545 0.884 -3.111  -0.6341
C -0.945 0.682 -1.643  -0.0057
C -0.545 -0.272 -0.738  -0.2260
C -0.992 -0.232 0.590  -0.2115
C -1.725 0.838 1.035  -0.2210
C -2.167 1.848 0.153  -0.1956
C -1.752 1.741 -1.152  -0.2244
H -1.441 1.105 -3.686  0.2215
H 0.126 0.169 -3.609  0.2214
H 0.028 1.833 -3.141  0.2189
H 0.007 -1.161 -1.054  0.2117
H -0.681 -0.966 1.337  0.2156
H -2.009 0.909 2.087  0.2066
H -2.786 2.651 0.558  0.2144
H -2.105 2.586 -1.748  0.2069
C 1.954 -2.221 1.418  -0.6182
C 2.462 -0.919 2.114  -0.6170
H 1.140 -2.572 2.071  0.2038
H 1.740 -2.107 0.360  0.2062
H 2.714 -2.991 1.408  0.2043
H 1.661 -0.659 2.811  0.2021
H 2.431 -0.136 1.340  0.2099
H 3.428 -1.009 2.598  0.2101

13 unconnected molecules or ions with the total composition H26O13 at a distorted geometry, computed with ωB97M-V with the def2-TZVPD basis set.

Calculated values
Kohn-Sham gap = 7.85 eV
Maximum force = 8.2 eV/Å
E_HOMO = -7.9 eV
Total charge = 0
Lowest unoccupied orbital energy = -0.06 eV
Energy above the lowest of the compared OMol25 structures with the same formula, charge and spin = 226.59 kcal per mole

Each line ends with the natural charge from an NBO analysis.
CARTESIAN COORDINATES (ANGSTROEM)
H -0.600 -0.980 -1.765  0.4642
H -0.120 -0.273 -0.508  0.4530
H 3.530 -0.778 -2.740  0.4586
H 3.169 -0.299 -1.344  0.4744
H 1.242 -2.844 -2.352  0.4661
H 0.083 -3.776 -2.667  0.4614
H -1.939 -0.373 3.799  0.4387
H -2.186 0.655 2.707  0.4557
H -1.769 0.598 1.119  0.4738
H -2.895 -0.284 0.607  0.4428
H 0.020 2.228 -0.910  0.4638
H -0.527 3.646 -0.931  0.4704
H -2.498 1.184 -0.594  0.4729
H -3.181 2.471 -0.162  0.4724
H 2.719 -2.454 2.191  0.4617
H 2.120 -3.763 1.705  0.4782
H -3.137 -0.905 -2.584  0.4680
H -4.469 -0.911 -3.316  0.4690
H 2.159 2.380 -0.484  0.4652
H 3.654 2.652 -0.442  0.4738
H 1.663 3.538 0.627  0.4568
H 0.315 3.367 1.308  0.5057
H 0.391 -1.879 1.400  0.4813
H -0.775 -2.691 1.939  0.4607
H 1.613 0.328 0.820  0.4689
H 1.821 1.748 1.320  0.4647
O -0.313 -1.149 -0.860  -0.9190
O 3.593 -0.011 -2.160  -0.9334
O 0.309 -2.989 -2.158  -0.9259
O -1.733 -0.179 2.878  -0.9033
O -2.085 -0.312 1.128  -0.9128
O -0.801 2.725 -1.003  -0.9369
O -2.396 1.936 0.000  -0.9352
O 2.238 -2.841 1.450  -0.9296
O -4.086 -0.977 -2.434  -0.9368
O 3.013 1.933 -0.490  -0.9401
O 0.759 3.249 0.460  -0.9530
O 0.188 -2.679 1.898  -0.9532
O 1.264 0.972 1.447  -0.9429

4 unconnected molecules or ions with the total composition CH7O5 at a distorted geometry, computed with ωB97M-V with the def2-TZVPD basis set.

Calculated values
Kohn-Sham gap = 9.63 eV
Maximum force = 2.2 eV/Å
E_HOMO = -5.6 eV
Total charge = -1
Lowest unoccupied orbital energy = 3.99 eV
Energy above the lowest of the compared OMol25 structures with the same formula, charge and spin = 12.85 kcal per mole

Each line ends with the natural charge from an NBO analysis.
CARTESIAN COORDINATES (ANGSTROEM)
O -1.517 -0.266 0.423  -0.7329
C -0.334 -0.264 0.729  0.6563
O 0.667 0.302 0.155  -0.8230
H 0.063 -0.955 1.517  0.0220
H 3.149 -0.841 -0.577  0.4686
H 2.479 -0.111 0.495  0.5002
O 3.364 -0.435 0.264  -0.9901
H 0.864 -1.040 -2.429  0.4344
H 0.832 -0.079 -1.225  0.4936
O 1.214 -0.161 -2.223  -1.0269
H -3.286 1.963 0.685  0.4747
H -3.525 0.518 1.168  0.4983
O -3.970 1.369 1.019  -0.9751